{"formula": "C34H37BF4N2O6", "method": "the ωB97M-V functional and the def2-TZVPD basis", "homo_energy_ev": -8.519, "total_charge": 0, "gap_ev": 8.6, "smiles": "CC(=O)N(C)CCCC[C@@]1(CB(O)O)OC(=O)O[C@@]1(F)c1ccccn1.Fc1ccccc1.Fc1ccccc1.Fc1ccccc1", "symbols": ["C", "C", "C", "C", "N", "F", "N", "H", "C", "C", "O", "O", "H", "H", "C", "H", "H", "C", "H", "C", "C", "C", "H", "O", "C", "C", "H", "C", "H", "C", "H", "H", "C", "C", "H", "H", "H", "F", "H", "H", "H", "F", "H", "O", "C", "C", "H", "H", "H", "H", "H", "H", "C", "H", "B", "C", "C", "H", "H", "C", "C", "H", "C", "O", "C", "H", "H", "H", "O", "C", "C", "C", "C", "H", "C", "C", "H", "C", "H", "H", "H", "H", "F", "C"], "coordinates": [[0.5444, -3.0194, 0.2881], [-0.3730, 0.6032, 6.7400], [-0.2246, -0.7618, 6.8756], [0.9020, 2.1130, -1.0533], [3.3603, 0.2344, 0.2453], [4.6105, 3.2066, 1.5938], [0.2940, -0.7706, -0.8113], [5.4848, -1.6569, -1.5366], [0.2383, 1.2324, 5.6634], [0.5041, -1.5181, 5.9806], [3.7631, 2.7864, -2.2965], [3.5285, 5.0975, -2.8756], [-6.3566, -4.4446, 2.0564], [-1.6743, -0.1964, -1.1629], [1.1313, 3.0325, 0.1466], [-1.0907, 0.2039, 0.4396], [0.5950, -2.5860, 6.1284], [-3.6771, -2.9821, 0.5918], [1.4507, 0.9842, 3.9115], [-3.0474, 0.2559, -4.2993], [-3.8238, -0.2350, -3.2699], [-3.4616, -3.9278, -0.3897], [5.9626, 2.3304, -0.0508], [0.6563, -0.9460, 1.4283], [3.8586, -0.7863, -0.4352], [2.3769, 3.3125, 2.7924], [1.6133, 1.2905, -1.0697], [-5.2953, -5.2331, 0.3676], [-0.9550, 1.1553, 7.4657], [-5.3759, -1.0661, -4.9120], [-4.8645, -0.6904, -6.9613], [0.0718, -0.8632, -2.8860], [-4.2482, -5.0524, -0.5248], [-0.8086, 0.1833, -0.6095], [0.5541, 3.9506, 0.0159], [-2.7617, 0.5153, -6.3992], [0.1449, 2.3031, 5.5414], [-0.8154, -1.3818, 7.9244], [-0.8064, -2.1445, -2.0321], [1.6722, -1.4482, 4.1852], [0.7074, 2.5252, 1.0161], [-1.8944, 0.9044, -4.0050], [0.9555, -2.2117, -2.1963], [2.8007, 2.1000, 2.2784], [5.3855, 1.4286, -0.1829], [0.9752, 0.4973, 4.7460], [2.8510, 4.9834, -3.5494], [2.4069, 5.3322, -0.5168], [3.0406, 2.2790, -2.6747], [-3.5144, -0.0975, -2.2435], [1.2230, -3.4060, -0.4706], [-5.6221, -1.2890, -2.7919], [-5.5389, -4.2978, 1.3642], [4.0347, 4.9500, 0.0048], [3.4690, 4.0850, -1.9258], [-4.5752, -0.5611, -5.9272], [5.8991, 0.3516, -0.8800], [-5.9215, -6.1109, 0.2833], [1.0534, 2.6976, -1.9711], [4.1119, 1.3175, 0.3600], [-0.5528, 1.6180, -1.1097], [-1.1441, 2.2734, -0.4605], [-4.9994, -0.9003, -3.5867], [2.2822, 4.2112, 1.8018], [0.5226, -1.5126, 0.3685], [3.2243, -1.6610, -0.5330], [-0.9752, 1.7595, -2.1016], [-3.0283, -2.1183, 0.6629], [2.1431, 3.4880, 3.9425], [5.1214, -0.7855, -1.0082], [2.5510, 3.4944, 0.5060], [0.1095, -1.5459, -2.0372], [3.5189, 2.4628, 1.1376], [6.8933, 0.3983, -1.3025], [-4.7307, -3.1747, 1.4739], [-3.3992, 0.1102, -5.6252], [0.8675, -3.3928, 1.2567], [3.1320, 4.5191, -0.4396], [-6.2924, -1.5871, -5.1530], [-0.4610, -3.3900, 0.0906], [-4.9172, -2.4446, 2.2496], [-4.0412, -5.7646, -1.3118], [-2.4338, -3.7402, -1.2509], [1.1040, -0.8755, 4.9060]], "mulliken_charge": [-1.380, -0.475, 0.355, 0.390, 0.074, -0.402, 1.272, 0.440, -0.326, -0.506, -0.406, -0.592, 0.384, -0.545, -1.732, 0.682, 0.423, 0.048, 0.387, 0.472, -0.082, 0.346, 0.462, -0.510, 0.206, 0.511, 0.377, -0.394, 0.416, -0.569, 0.362, 0.330, -0.671, -0.039, 0.499, 0.416, 0.398, -0.335, 0.245, 0.395, 0.410, -0.207, 0.359, -0.321, -0.845, -0.243, 0.312, 0.294, 0.304, 0.428, 0.345, 0.400, -0.566, 0.462, 0.272, -0.362, -0.588, 0.372, 0.135, 0.112, -1.347, 0.378, -0.626, -0.594, 0.321, 0.199, 0.268, 0.443, -0.572, -0.990, 2.509, -1.221, 1.016, 0.448, -0.546, -0.648, 0.416, -2.033, 0.386, 0.091, 0.398, 0.440, -0.265, -0.469]}

---

{"formula": "C3H9NO2S", "method": "the ωB97M-V functional and the def2-TZVPD basis", "relative_energy_ev": 2.158, "homo_energy_ev": -9.306, "total_charge": 0, "gap_ev": 10.0, "smiles": "O=CNCCS.O", "symbols": ["H", "H", "C", "H", "H", "O", "S", "C", "H", "N", "H", "H", "C", "H", "O", "H"], "coordinates": [[-2.2504, -1.8597, 0.0146], [0.9638, 0.0217, 1.9101], [1.4779, 1.5538, 0.4758], [1.3070, -1.1715, -0.8969], [-1.3389, -0.2535, 0.0243], [-0.3502, -2.3850, -0.7237], [2.1904, 0.1962, 1.4775], [0.4852, 1.1808, -0.7903], [0.8468, 2.2891, 1.1741], [-0.4345, -0.0436, -0.4997], [2.3118, 2.1957, 0.0621], [-3.4904, -1.9164, 0.7991], [0.1701, -1.2932, -0.7094], [1.1453, 0.7522, -1.6442], [-2.9147, -1.3087, 0.4164], [-0.1191, 2.0420, -1.0897]], "mulliken_charge": [0.330, 0.130, -0.539, 0.216, 0.273, -0.577, -0.177, -0.590, 0.271, -0.173, 0.339, 0.303, 0.212, 0.292, -0.665, 0.355]}

---

{"formula": "C3H11N3", "method": "the ωB97M-V functional and the def2-TZVPD basis", "relative_energy_ev": 1.783, "homo_energy_ev": -8.591, "total_charge": 0, "gap_ev": 9.6, "smiles": "[H]/N=C/N.CNC", "symbols": ["H", "H", "C", "H", "H", "H", "H", "H", "C", "H", "N", "H", "H", "N", "C", "N", "H"], "coordinates": [[0.4076, -0.9887, -1.2956], [-1.9739, 0.4585, -0.7130], [-1.7365, -1.2791, 0.2400], [-0.9823, -2.0625, 0.4242], [-2.4335, -1.8181, -0.4217], [1.4779, -0.3240, 2.1022], [0.1336, 0.1075, 1.1037], [2.7933, 1.4901, 1.5869], [-0.3559, -0.2548, -1.5834], [-0.2475, 0.7301, -2.0289], [-1.1873, -0.0739, -0.3569], [-0.9468, -0.8034, -2.3290], [-2.0796, -1.1197, 1.2550], [1.0182, 0.3877, 1.5475], [1.9368, 1.2149, 0.9571], [1.8824, 1.7051, -0.2191], [2.2935, 2.6303, -0.2691]], "mulliken_charge": [0.312, 0.249, -0.974, 0.341, 0.369, 0.232, 0.340, 0.324, -1.015, 0.284, -0.411, 0.459, 0.334, -0.388, -0.164, -0.507, 0.215]}

---

{"formula": "C6H8CuO6", "method": "the ωB97M-V functional and the def2-TZVPD basis", "relative_energy_ev": 2.873, "multiplicity": 2, "homo_energy_ev": [-9.057, -9.047], "total_charge": 0, "gap_ev": [7.9, 7.8], "symbols": ["O", "H", "H", "H", "H", "C", "O", "C", "C", "O", "O", "C", "C", "H", "H", "H", "C", "O", "H", "Cu", "O"], "coordinates": [[1.1596, -3.3882, 0.2330], [-2.4911, 2.5032, -1.6421], [0.5903, -1.0671, 3.1177], [0.2129, 1.5555, -0.0003], [2.0288, 1.2831, 1.8095], [1.4640, -0.7385, 2.5376], [-0.0191, 0.5144, -1.7774], [-0.8672, 0.1335, -2.7354], [-1.5133, 2.1864, -2.0224], [1.8036, -1.7773, 1.5996], [-0.3864, -2.1153, 1.1512], [1.2010, 0.5726, 1.8710], [-0.6573, 1.4906, -0.9544], [0.2523, 1.0327, 2.1596], [2.3302, -0.6747, 3.2061], [-1.0191, 3.0288, -2.5205], [0.8104, -2.4755, 1.0249], [-1.7309, 1.1192, -2.9604], [-1.3403, 1.2899, -0.1174], [-0.8823, -3.4962, -0.7914], [-0.9461, -0.9770, -3.1885]], "mulliken_charge": [-0.805, 0.281, 0.274, 0.112, 0.363, -0.266, -0.278, 0.673, -0.296, -0.320, -0.771, -0.856, -0.043, 0.434, 0.286, 0.211, 0.992, -0.321, 0.171, 0.718, -0.558]}

---

We obtain E values of -62672.410; -19676.255; -7758.301; -63271.483 eV for the records listed above, in that order.